No. 1
The following is a DFT calculation (ωB97M-V with the def2-TZVPD basis set) of a molecular structure, C9H20AlClIN2O2PS at a distorted geometry.

Cartesian coordinates (Å):
C (-2.2928, 1.1456, -2.6679)
C (-2.0161, -0.1095, -1.9187)
H (-3.0098, 0.9039, -3.4600)
H (-1.3778, 1.5364, -3.1532)
H (-2.7224, 1.9105, -2.0057)
O (-2.1844, -1.2500, -2.3683)
I (1.4292, 3.4338, -1.1239)
Al (-0.1095, 1.5927, -0.6561)
P (1.0386, -0.1887, -2.0877)
C (1.0017, -1.8524, -1.3457)
C (0.6430, -0.4818, -3.8450)
H (2.9553, 1.2727, -2.2610)
H (3.2484, -0.3392, -3.0121)
H (3.3099, -0.1370, -1.2204)
C (2.8262, 0.1891, -2.1474)
H (0.5519, 0.4864, -4.3594)
H (1.4733, -1.0548, -4.2866)
H (1.6511, -2.5025, -1.9500)
H (-0.0274, -2.2353, -1.3502)
H (-0.3011, -1.0388, -3.9388)
H (1.3744, -1.7978, -0.3143)
C (-1.4557, -0.0177, -0.5149)
O (-1.7381, -0.6851, 0.4390)
Cl (-1.8095, 2.6299, 0.3046)
C (0.7417, -0.7782, 4.6833)
N (0.8723, -0.7744, 3.2273)
C (0.3989, 0.2186, 2.4484)
S (1.3288, 0.6509, 1.0429)
N (-0.7226, 0.8585, 2.7936)
C (-1.7715, 0.2133, 3.5786)
H (0.6399, 0.2335, 5.0903)
H (1.6451, -1.2332, 5.0922)
H (-0.1176, -1.3812, 4.9888)
H (1.7314, -1.1866, 2.8606)
H (-1.0536, 1.5683, 2.1188)
H (-1.6148, 0.4030, 4.6434)
H (-2.7188, 0.6633, 3.2772)
H (-1.8176, -0.8663, 3.3984)

Values from the calculation:
Charge = +2
Kohn-Sham gap (alpha / beta) = 7.29 / 4.51 eV

***

No. 2
The following is a DFT calculation (ωB97M-V with the def2-TZVPD basis set) of a molecular structure, C9H20AsBr5CaClF7KN3O3S at a distorted geometry.

Cartesian coordinates (Å):
C (-2.1018, -5.1449, -1.3932)
C (-2.2998, -5.5982, -2.9846)
O (-1.8672, -4.4471, -3.7885)
N (-0.7550, -4.7049, -4.4949)
C (0.4516, -4.9892, -3.6288)
N (0.8431, -6.4110, -3.1782)
S (2.4380, -6.8461, -3.7372)
N (1.2736, -3.9139, -3.2675)
C (0.9141, -2.4944, -3.6899)
C (1.0165, -1.4616, -2.2650)
C (1.0603, -2.3289, -0.7629)
O (-0.2266, -1.4736, -1.3192)
H (-2.1929, -3.9587, -1.2981)
H (-2.9313, -5.6741, -0.7606)
H (-1.0564, -5.4564, -0.9702)
H (-3.4648, -5.7369, -3.1841)
H (-1.7869, -6.6159, -3.2466)
H (-0.5124, -3.9501, -5.1717)
H (0.7189, -6.5221, -2.1484)
H (2.7099, -8.1325, -3.2034)
H (2.1423, -4.0480, -2.6690)
H (-0.2282, -2.3238, -3.9314)
H (1.6208, -2.0396, -4.5012)
H (1.7172, -0.4254, -2.3587)
H (1.4156, -1.7877, 0.2124)
H (0.6630, -3.4315, -0.7431)
F (-0.8917, 3.6150, -1.8719)
As (0.0464, 2.3688, -0.9403)
F (-0.3862, 3.2054, 0.6136)
F (1.5411, 3.3929, -1.0751)
F (0.9845, 1.1226, -0.0084)
F (0.4791, 1.5325, -2.4942)
F (-1.4484, 1.3447, -0.8052)
Cl (1.4548, -5.3349, -1.0493)
C (-0.0531, 4.8193, 3.9320)
Br (1.6947, 4.3985, 3.1889)
Br (-1.0184, 6.1002, 2.8311)
Br (-1.1028, 3.2160, 4.2660)
H (0.1185, 5.2970, 4.9022)
Ca (-3.2643, -6.9933, -4.3875)
Br (-0.9755, 7.0120, 6.9289)
C (-0.4171, 8.5467, 5.8621)
C (1.0542, 8.8345, 6.0470)
Br (1.3902, 9.7300, 7.7473)
H (-1.0622, 9.3832, 6.1445)
H (-0.6280, 8.2643, 4.8267)
H (1.4097, 9.5325, 5.2833)
H (1.6782, 7.9365, 6.0299)
O (3.2317, 1.5272, 1.8697)
H (2.7092, 2.2876, 2.0485)
K (-2.9627, 6.5594, 8.4259)
F (-3.1434, 2.2182, 0.1684)

Values from the calculation:
Kohn-Sham gap = 1.26 eV

***

No. 3
The following is a DFT calculation (ωB97M-V with the def2-TZVPD basis set) of a molecular structure, C9H20Br2CuN at a distorted geometry.

Cartesian coordinates (Å):
Cu (-1.3972, -2.9022, 0.3552)
C (3.6482, -0.3621, 1.3453)
C (2.2637, -0.5157, 1.9621)
C (1.1933, -0.7927, 1.0044)
C (0.8568, 0.4540, 0.2789)
N (-0.3907, 0.2723, -0.6858)
C (-1.6794, 0.0826, 0.0887)
C (-2.7274, 0.9298, -0.5418)
C (-1.9520, 2.0780, -0.9544)
C (-0.6103, 1.5671, -1.5411)
C (-0.0416, -0.8846, -1.6817)
H (4.4078, -0.0446, 2.0596)
H (3.6335, 0.4732, 0.6452)
H (4.0888, -1.1961, 0.7989)
H (2.1323, 0.4258, 2.4954)
H (2.2942, -1.3568, 2.6547)
H (0.2918, -1.0600, 1.5557)
H (1.4728, -1.6797, 0.4359)
H (1.6530, 0.6892, -0.4274)
H (0.6403, 1.3603, 0.8445)
H (-2.0017, -0.9581, 0.0544)
H (-1.5639, 0.4065, 1.1230)
H (-3.3072, 0.3548, -1.2638)
H (-3.5022, 1.1525, 0.1919)
H (-2.6346, 2.4935, -1.6957)
H (-1.9709, 2.8609, -0.1962)
H (-0.5606, 1.2776, -2.5908)
H (0.2381, 2.2512, -1.5253)
H (-0.7885, -0.9424, -2.4735)
H (-0.2862, -1.7721, -1.0980)
H (0.9978, -0.7681, -1.9885)
Br (-1.9848, -1.6802, 2.0638)
Br (-2.4133, -2.2138, -1.2936)

Values from the calculation:
ΔE to the lowest compared entry with this formula, charge and spin = 3.860 eV
Kohn-Sham gap = 7.97 eV

***

No. 4
The following is a DFT calculation (ωB97M-V with the def2-TZVPD basis set) of a molecular structure, C9H20Cl2CuF2N2O4S2 at a distorted geometry.

Cartesian coordinates (Å):
Cu (-3.3397, 2.2755, 0.1017)
C (-3.0883, -1.0144, -1.8407)
C (-1.6599, -1.1839, -2.3900)
C (-0.6372, -0.6677, -1.3924)
C (0.8606, -1.0065, -1.7021)
N (1.7832, -0.2743, -0.7155)
C (1.5837, -0.6768, 0.7485)
C (3.0118, -0.6243, 1.4314)
C (3.8904, -1.0572, 0.2777)
C (3.1340, -0.9947, -1.0115)
C (1.8192, 1.2786, -0.7448)
H (-3.3920, -0.0378, -1.4635)
H (-3.3560, -1.7296, -1.0629)
H (-3.6761, -1.2915, -2.7158)
H (-1.5174, -0.7180, -3.3650)
H (-1.4716, -2.2380, -2.5940)
H (-0.7779, -1.1321, -0.4163)
H (-0.8461, 0.3878, -1.2185)
H (1.2678, -0.5783, -2.6181)
H (0.9674, -2.0869, -1.6050)
H (0.8587, -0.0807, 1.3027)
H (1.4030, -1.7450, 0.8686)
H (3.1885, 0.3964, 1.7705)
H (3.0874, -1.2721, 2.3048)
H (4.7574, -0.3998, 0.2124)
H (4.3039, -2.0529, 0.4379)
H (3.7094, -0.2421, -1.5506)
H (3.1052, -1.9227, -1.5826)
H (2.7103, 1.6089, -0.2110)
H (0.9097, 1.8027, -0.4511)
H (1.9128, 1.5581, -1.7941)
Cl (-1.8551, 3.0509, -2.0257)
Cl (-5.6598, 3.6548, 0.0117)
N (-2.3140, 1.3566, 1.8819)
S (-1.4542, 2.0780, 2.8985)
O (-0.0277, 1.8584, 2.8061)
O (-2.0745, 2.4901, 4.1364)
F (-1.5193, 3.5000, 2.1731)
S (-2.3168, -0.1421, 2.7803)
O (-3.4414, -0.2605, 3.7252)
O (-1.0591, -0.8441, 3.0667)
F (-2.7805, -1.0225, 1.5352)

Values from the calculation:
Charge = -2
ΔE to the lowest compared entry with this formula, charge and spin = 0.000 eV
Spin multiplicity = 2
Kohn-Sham gap (alpha / beta) = 2.87 / 7.44 eV

***

No. 5
The following is a DFT calculation (ωB97M-V with the def2-TZVPD basis set) of a molecular structure, C9H20Cl2CuF2N2O4S2 at a distorted geometry.

Cartesian coordinates (Å):
Cu (3.5868, -0.6948, -0.6071)
C (-3.0252, 3.7903, 0.4726)
C (-3.4325, 2.3317, 0.7089)
C (-2.4375, 1.3160, 0.2674)
C (-1.6501, 0.8700, 1.4656)
N (-1.0171, -0.4757, 0.9671)
C (-0.2531, -0.9847, 2.2694)
C (-0.3019, -2.4927, 2.3822)
C (-1.4841, -2.9694, 1.4827)
C (-2.0238, -1.6882, 0.8141)
C (-0.0309, -0.4905, -0.2162)
H (-2.9021, 4.0989, -0.5655)
H (-2.2594, 4.1825, 1.1418)
H (-3.8555, 4.4787, 0.6299)
H (-4.3358, 2.1055, 0.1423)
H (-3.7002, 2.3609, 1.7651)
H (-1.7944, 1.5783, -0.5727)
H (-3.0786, 0.5054, -0.0789)
H (-2.2845, 0.5996, 2.3097)
H (-0.9637, 1.6524, 1.7895)
H (0.7793, -0.6491, 2.3670)
H (-0.6596, -0.5309, 3.1733)
H (0.6189, -3.0102, 2.1132)
H (-0.4322, -2.7532, 3.4326)
H (-0.9816, -3.6216, 0.7683)
H (-2.2791, -3.5137, 1.9925)
H (-2.4402, -1.8494, -0.1803)
H (-2.8108, -1.4488, 1.5293)
H (-0.4726, -0.0454, -1.1077)
H (0.1988, -1.5552, -0.2597)
H (0.9146, -0.0779, 0.1358)
Cl (3.4237, 0.5137, 1.8581)
Cl (2.7882, -3.2022, -0.3179)
N (4.2000, -0.0525, -2.5413)
S (5.2113, -0.5450, -3.5397)
O (5.8568, 0.4472, -4.3722)
O (4.8664, -1.8187, -4.1268)
F (6.4112, -0.8707, -2.4591)
S (3.4156, 0.9298, -3.6734)
O (2.9683, 0.2522, -4.8885)
O (3.6420, 2.3643, -3.6811)
F (2.0245, 0.9634, -2.7906)

Values from the calculation:
Charge = -2
ΔE to the lowest compared entry with this formula, charge and spin = 0.106 eV
Spin multiplicity = 2
Kohn-Sham gap (alpha / beta) = 2.78 / 7.74 eV

***

No. 6
The following is a DFT calculation (ωB97M-V with the def2-TZVPD basis set) of a molecular structure, C9H20ClMnSiTc at a distorted geometry.

Cartesian coordinates (Å):
Mn (0.1792, 0.3079, -1.4359)
Cl (1.5296, -1.8353, -1.5267)
C (1.6791, 1.5102, -1.2735)
H (0.9160, 2.1655, -0.8006)
H (2.1045, 1.9894, -2.1757)
H (2.4311, 1.0295, -0.6073)
Tc (1.3156, -0.4524, -3.2330)
C (3.3652, -0.0254, -3.2791)
C (0.0890, -1.7638, -4.2614)
C (0.3013, 1.2304, -3.3469)
H (-0.9309, -1.8995, -3.8580)
H (-0.0901, -1.4194, -5.2918)
H (0.5190, -2.7483, -4.3856)
H (3.7442, 0.7297, -2.5593)
H (3.9583, -0.9493, -3.1892)
H (3.5952, 0.3992, -4.2856)
H (0.8554, 2.2381, -3.5266)
H (-0.5130, 1.3197, -4.1285)
C (-0.1706, -0.4726, 4.4679)
Si (-1.5852, -0.0423, 3.3420)
C (-2.7800, -1.4764, 3.3659)
C (-2.4940, 1.4654, 3.9338)
C (-0.8553, 0.1499, 1.6281)
C (-0.5028, 0.1944, 0.4354)
H (-0.3958, -0.5811, 5.5350)
H (0.6010, 0.2965, 4.3284)
H (0.2300, -1.4230, 4.0937)
H (-3.3207, -1.6882, 4.2984)
H (-3.5108, -1.3092, 2.5625)
H (-2.2048, -2.3717, 3.0958)
H (-1.8191, 2.3257, 3.9187)
H (-3.2999, 1.6893, 3.2256)
H (-2.9407, 1.4170, 4.9332)

Values from the calculation:
Spin multiplicity = 8
Kohn-Sham gap (alpha / beta) = 5.90 / 6.86 eV